(1)
{
  "formula": "C46H58CaClNO3PSi",
  "method": "wB97M-V/def2-TZVPD",
  "lumo_energy_ev": 2.538,
  "e_above_lowest_ev": 0.0000,
  "total_charge": -1,
  "elements": ["Ca", "Cl", "P", "Si", "O", "O", "O", "N", "C", "C", "C", "C", "C", "C", "C", "C", "C", "C", "C", "C", "C", "C", "C", "C", "C", "C", "C", "C", "C", "C", "C", "C", "C", "C", "C", "C", "C", "C", "C", "C", "C", "C", "C", "C", "C", "C", "C", "C", "C", "C", "C", "C", "C", "C", "H", "H", "H", "H", "H", "H", "H", "H", "H", "H", "H", "H", "H", "H", "H", "H", "H", "H", "H", "H", "H", "H", "H", "H", "H", "H", "H", "H", "H", "H", "H", "H", "H", "H", "H", "H", "H", "H", "H", "H", "H", "H", "H", "H", "H", "H", "H", "H", "H", "H", "H", "H", "H", "H", "H", "H", "H", "H"],
  "xyz": [[0.40589, -0.01745, 1.60982], [1.73238, -7.18520, 1.93822], [2.48782, 0.62835, -1.34448], [-2.77162, -0.15479, -0.25458], [-0.52076, -1.82984, 2.71143], [-1.48003, 0.31103, 0.52587], [2.18670, -0.98201, 2.97711], [1.96422, 0.29882, 0.05401], [5.12266, 1.25687, -2.55360], [4.40195, 0.58398, -1.38252], [1.93847, 2.35542, -1.96285], [-2.66339, -1.94491, -0.85679], [0.33809, 2.93156, 2.60314], [-3.55032, -3.82918, -2.10947], [2.61355, -0.66666, -3.99391], [2.69346, 3.41795, -1.15338], [-2.50614, -4.63220, -1.66576], [-5.57199, 0.26630, 0.52297], [2.39708, -2.17157, 2.77125], [4.82630, -0.89101, -1.34095], [0.39866, -0.25252, -2.93899], [-1.62951, -2.77249, -0.42346], [-0.29665, -5.39633, 2.29179], [-2.80926, 0.52879, -3.06969], [-3.62470, -2.50427, -1.70357], [-1.54530, -4.10172, -0.81746], [-6.35893, 0.01467, 2.78129], [1.22726, 1.46810, 4.27834], [0.45199, 2.53315, -1.61197], [-4.03982, -0.35377, 2.25148], [-3.42805, 2.68067, -3.94828], [2.82603, 2.94360, 3.02615], [1.42216, -3.21256, 2.54810], [-6.60911, 0.30565, 1.44787], [2.12685, 2.66623, -3.45142], [0.00358, -2.98241, 2.60149], [1.09414, -5.57879, 2.20651], [-4.26939, -0.05498, 0.90322], [1.93143, -4.51111, 2.34370], [-1.11456, 1.44009, 3.79025], [4.90733, 1.18242, -0.05758], [-3.77068, 3.09214, -2.66687], [-3.14114, 0.91958, -1.77168], [1.85916, -2.00715, -2.02507], [-0.23745, -0.15037, 5.53351], [-5.07076, -0.32029, 3.18075], [-0.94634, 2.44142, 2.83606], [-2.94807, 1.39426, -4.14776], [-3.62698, 2.21877, -1.59762], [1.86744, -0.60485, -2.65808], [-0.03935, 0.94845, 4.52726], [-0.82048, -4.15189, 2.49600], [-2.11915, 2.95740, 2.05055], [1.43576, 2.44674, 3.31099], [-0.07864, -1.09100, -3.45653], [3.15800, 2.54398, -3.78654], [5.89889, -0.94206, -1.12660], [4.66042, -1.40254, -2.28824], [4.29010, -1.42288, -0.55298], [0.66302, -0.75952, 5.61488], [0.22770, 2.14043, -0.61944], [-1.05347, -0.80376, 5.22644], [2.88422, 3.40538, 2.04140], [2.08120, 1.05165, 4.79972], [4.80788, 0.86723, -3.52176], [-0.72919, -4.71846, -0.45897], [-2.44431, -5.66756, -1.97953], [1.84247, 3.70896, -3.63425], [2.63468, 3.19676, -0.08619], [-4.30610, -4.23769, -2.77041], [-7.61204, 0.56490, 1.12864], [3.62904, -1.04949, -3.88438], [-3.89384, 2.55883, -0.60168], [-2.49994, 3.88124, 2.49559], [-0.95017, -6.25326, 2.18498], [2.08151, -1.35210, -4.66342], [4.89195, 2.26882, -0.04665], [0.29584, 0.62746, -3.57533], [-2.92085, 2.21998, 2.03084], [-7.16439, 0.04601, 3.50563], [-2.42203, -0.46989, -3.24330], [2.84516, -2.46626, -2.00110], [2.66690, 0.30143, -4.49362], [3.00528, -4.65430, 2.29843], [-0.21452, 2.03798, -2.31570], [-1.83259, 3.15947, 1.01843], [-4.14549, 4.09548, -2.50079], [-5.78371, 0.50224, -0.51567], [3.53998, 2.12012, 3.05281], [3.44450, -2.53246, 2.77115], [-4.44787, -1.89024, -2.05803], [-3.53340, 3.36021, -4.78562], [-2.10060, 1.00958, 3.92945], [6.19980, 1.07456, -2.46082], [1.48805, 2.04845, -4.08266], [0.20832, 3.60131, -1.63638], [5.94521, 0.86911, 0.09946], [-2.67380, 1.06404, -5.14301], [-1.89167, -3.99977, 2.54144], [4.29034, 0.81471, 0.76429], [1.47997, -1.95716, -1.00331], [-3.03633, -0.62570, 2.56743], [-0.46590, 0.25836, 6.52097], [4.98050, 2.33799, -2.56189], [-0.86978, -2.36955, 0.23694], [3.13434, 3.68537, 3.76760], [1.20367, -2.65768, -2.61230], [3.74064, 3.50334, -1.43875], [-4.86923, -0.55798, 4.21931], [-0.14739, -0.07665, -2.01018], [2.22675, 4.39207, -1.33210], [0.49052, 3.66840, 1.82096]],
  "forces_ev_per_a": [[0.00, 0.43, -0.01], [0.01, -0.02, 0.00], [0.00, 0.04, -0.02], [0.06, 0.01, 0.05], [0.07, -0.10, 0.04], [0.07, -0.04, -0.04], [0.11, -0.17, -0.01], [-0.03, 0.03, 0.13], [-0.02, 0.03, 0.01], [0.05, 0.00, 0.00], [0.02, 0.01, -0.06], [-0.09, 0.04, -0.03], [0.01, -0.09, -0.07], [-0.02, 0.01, 0.01], [0.04, 0.01, -0.03], [0.01, -0.06, 0.05], [0.02, 0.01, 0.01], [0.01, 0.03, -0.04], [-0.01, -0.02, 0.03], [-0.02, -0.04, -0.02], [0.05, -0.12, 0.00], [0.11, 0.06, -0.05], [-0.02, 0.03, 0.07], [-0.02, -0.05, -0.03], [-0.03, -0.01, -0.01], [0.00, -0.05, -0.07], [0.00, 0.02, 0.00], [0.00, -0.02, 0.01], [-0.09, 0.05, -0.02], [-0.07, -0.05, 0.00], [0.00, 0.00, 0.00], [0.02, 0.02, -0.01], [-0.01, -0.07, 0.01], [0.00, -0.01, 0.03], [0.03, -0.01, -0.05], [0.04, -0.08, 0.05], [0.02, 0.01, 0.00], [0.00, -0.07, -0.04], [-0.02, 0.00, -0.01], [-0.05, 0.07, 0.05], [-0.08, -0.07, -0.06], [-0.01, 0.00, 0.01], [-0.01, 0.01, 0.05], [-0.04, 0.05, -0.02], [0.02, -0.04, -0.04], [0.02, -0.02, 0.00], [-0.04, -0.01, -0.08], [0.00, 0.01, 0.00], [0.00, 0.02, 0.00], [-0.01, -0.02, -0.05], [-0.01, 0.02, -0.04], [0.01, 0.00, 0.07], [-0.04, 0.01, 0.02], [0.01, 0.03, 0.00], [0.03, -0.03, -0.01], [-0.03, 0.02, 0.02], [0.00, -0.01, 0.01], [0.02, -0.01, 0.08], [0.02, 0.00, 0.00], [0.00, 0.00, 0.01], [0.01, 0.01, 0.02], [0.00, 0.00, 0.01], [0.00, 0.00, 0.02], [0.00, 0.00, -0.01], [-0.01, -0.02, -0.01], [-0.02, 0.02, -0.03], [0.00, 0.00, 0.00], [0.00, 0.01, 0.01], [0.00, -0.01, -0.02], [0.00, 0.00, 0.00], [0.00, 0.00, 0.00], [-0.06, 0.03, -0.05], [0.01, 0.00, 0.01], [0.00, 0.00, 0.00], [0.00, -0.01, 0.00], [0.00, 0.00, 0.00], [-0.08, 0.13, -0.02], [-0.04, -0.17, 0.04], [0.00, 0.04, 0.01], [0.01, 0.00, 0.00], [-0.03, 0.04, 0.01], [0.03, 0.01, 0.01], [0.00, -0.04, 0.01], [0.00, 0.01, 0.00], [0.01, 0.13, 0.10], [0.02, 0.01, 0.00], [0.00, 0.00, 0.00], [0.01, 0.00, 0.01], [0.00, -0.01, -0.01], [0.00, 0.02, 0.03], [0.00, 0.00, 0.00], [0.00, 0.00, 0.00], [0.02, 0.03, 0.03], [0.00, 0.00, 0.00], [0.06, 0.07, 0.01], [0.01, 0.02, 0.02], [0.01, 0.02, 0.00], [0.00, 0.01, 0.00], [0.01, 0.00, -0.02], [0.00, 0.00, 0.00], [-0.02, 0.00, -0.02], [-0.02, 0.01, -0.02], [-0.01, 0.01, 0.00], [0.00, -0.03, 0.00], [-0.07, 0.01, -0.05], [-0.01, -0.01, 0.01], [0.00, -0.01, 0.00], [0.05, -0.02, 0.03], [-0.01, 0.00, 0.00], [-0.02, -0.06, 0.00], [0.00, 0.01, 0.02], [0.00, 0.00, 0.00]]
}

(2)
{
  "formula": "C16H28FHoO4PS6Sb",
  "method": "wB97M-V/def2-TZVPD",
  "lumo_energy_ev": [3.413, 3.411],
  "multiplicity": 5,
  "e_above_lowest_ev": 3.3940,
  "total_charge": -2,
  "elements": ["Ho", "Sb", "S", "S", "S", "S", "S", "S", "P", "F", "O", "O", "O", "O", "C", "C", "C", "C", "C", "C", "C", "C", "C", "C", "C", "C", "C", "C", "C", "C", "H", "H", "H", "H", "H", "H", "H", "H", "H", "H", "H", "H", "H", "H", "H", "H", "H", "H", "H", "H", "H", "H", "H", "H", "H", "H", "H", "H"],
  "xyz": [[-0.08667, -0.72749, 0.62494], [0.70145, -2.50720, -4.55777], [-0.36335, -2.09966, -2.34780], [-1.64439, -2.50428, -5.03164], [1.75860, -0.41899, -4.70059], [2.48346, 0.46808, 0.84283], [1.28764, -2.28575, -1.13446], [1.26660, 3.69358, 0.36762], [1.62012, 1.85065, -0.31188], [-4.03180, -5.02861, 2.92912], [0.11010, 1.12632, -0.67134], [0.51967, -1.86745, 2.37312], [-1.16449, 0.38525, 2.29598], [2.32010, 1.80387, -1.73790], [-0.89580, 1.34878, -2.97099], [3.37094, 2.87658, -2.03453], [-1.00908, -0.42761, 3.48093], [-2.05634, 2.28615, -0.92795], [-2.29429, -4.36656, 1.56020], [-2.12635, -2.06270, 0.63826], [-1.71939, -3.38943, 0.70482], [-4.11564, -2.83959, 1.99299], [-3.52075, -4.04680, 2.13221], [1.49201, -2.91534, 2.45331], [2.78406, 3.68295, -3.15728], [4.53678, 2.04333, -2.41664], [-0.75630, 2.01883, -1.63204], [-0.85316, 1.77562, 2.56037], [0.35473, -1.04234, 3.58367], [-3.41697, -1.87479, 1.19510], [1.08700, -3.82572, 2.91986], [-1.13309, 0.21393, 4.34866], [4.83119, 1.44316, -1.52835], [0.07150, 1.04753, -3.42040], [-1.47238, 0.42161, -2.87390], [4.09424, 1.35262, -3.17866], [-1.62868, 2.23573, 3.22111], [1.20360, -0.37192, 3.58243], [0.12682, 1.78943, 3.05792], [3.29376, 4.64117, -3.28068], [0.44373, -1.75791, 4.41545], [-1.46470, 1.93396, -3.74757], [-1.81978, -1.13696, 3.47212], [-0.15191, 2.96233, -1.71035], [-2.45105, 1.37760, -0.48880], [2.35793, -2.58796, 3.03177], [1.71456, -3.17156, 1.43392], [5.41199, 2.65101, -2.67850], [-1.80607, -5.28993, 1.80423], [-3.94972, -0.95998, 1.07801], [-0.74273, 2.28529, 1.56533], [3.51663, 3.51415, -1.16880], [-2.82891, 2.64976, -1.58402], [-5.06674, -2.51328, 2.47409], [-0.85408, -3.76824, 0.15725], [-1.91967, 2.99137, -0.08756], [2.85029, 3.04724, -4.05489], [1.73476, 3.87017, -2.86231]],
  "forces_ev_per_a": [[0.14, -1.48, -5.08], [-0.72, 0.34, 0.06], [-0.54, -0.39, 0.42], [0.22, 0.14, -0.79], [0.18, 0.09, -0.45], [-0.20, 0.52, 0.64], [0.59, 0.28, 1.99], [0.30, -0.53, -0.05], [-0.85, -0.38, -0.36], [-0.68, -0.02, 0.49], [0.44, 2.19, -0.83], [0.37, -0.26, 2.04], [-0.13, 0.57, 1.38], [0.36, 1.59, 0.69], [-0.22, -0.68, -0.79], [-1.16, -0.62, 0.11], [-0.18, 0.94, 0.39], [0.26, 0.14, 1.28], [-0.70, 1.83, -0.97], [-1.53, 0.54, 0.03], [0.68, -2.01, 1.09], [-0.57, 2.05, -0.86], [1.44, -1.36, 0.49], [-0.16, -0.37, 0.52], [-0.58, -0.33, 0.01], [0.20, -1.06, 0.56], [0.96, 0.48, -0.30], [0.31, 0.26, -0.43], [0.37, -2.13, -1.01], [0.41, -1.17, 0.98], [-0.29, 0.41, 0.12], [-0.18, 0.17, 0.22], [-0.14, 0.15, -0.60], [-0.33, 0.15, 0.24], [0.16, -0.01, 0.04], [1.13, 0.38, 0.21], [0.45, -0.38, -0.65], [0.03, 0.59, 0.18], [-0.19, 0.36, -0.14], [0.09, -0.11, -0.11], [-0.30, 0.49, 0.09], [0.61, 0.02, 1.01], [-0.07, -0.58, -0.16], [-0.63, -0.88, 0.11], [-0.10, -0.48, -0.01], [0.11, 0.14, -0.25], [0.42, 0.03, -0.56], [-0.28, -0.19, -0.51], [-0.02, -0.46, -0.27], [-0.09, 0.95, 0.01], [-0.24, -0.37, 1.17], [-0.04, -0.20, 0.35], [-0.07, 0.28, -0.45], [0.74, -0.75, -0.45], [0.22, 0.56, 0.05], [-0.06, -0.08, -0.42], [-0.36, 0.52, 0.06], [0.43, 0.10, -0.54]]
}

(3)
{
  "formula": "C33H47ClO3P4Pb",
  "method": "wB97M-V/def2-TZVPD",
  "lumo_energy_ev": -5.391,
  "e_above_lowest_ev": 2.9804,
  "total_charge": 2,
  "elements": ["Pb", "Cl", "P", "P", "P", "P", "O", "O", "O", "C", "C", "C", "C", "C", "C", "C", "C", "C", "C", "C", "C", "C", "C", "C", "C", "C", "C", "C", "C", "C", "C", "C", "C", "C", "C", "C", "C", "C", "C", "C", "C", "C", "H", "H", "H", "H", "H", "H", "H", "H", "H", "H", "H", "H", "H", "H", "H", "H", "H", "H", "H", "H", "H", "H", "H", "H", "H", "H", "H", "H", "H", "H", "H", "H", "H", "H", "H", "H", "H", "H", "H", "H", "H", "H", "H", "H", "H", "H", "H"],
  "xyz": [[0.00000, 0.00000, 0.00000], [-2.25446, 0.41418, 0.91759], [-0.65120, -2.26802, -0.28093], [-2.38908, 1.73595, -3.72427], [0.56628, 2.17609, 0.75724], [3.20848, 0.03435, -3.31279], [0.14772, 0.19247, -4.16524], [0.09080, -1.91514, 3.80857], [0.52702, -0.66382, 1.90651], [0.61896, 2.32168, 2.57241], [1.77124, 0.12969, -2.32407], [0.86568, -1.08874, 3.12887], [-5.98857, 3.01353, -2.29174], [-4.84275, 2.26693, -2.51296], [-1.82262, 1.07336, -2.19770], [-4.02734, -1.42192, -6.62365], [2.21697, 2.75600, 0.22513], [0.53157, 0.74556, -2.88963], [-3.95665, 0.86013, -5.86656], [-0.81599, 2.63948, -5.87834], [0.72417, 4.47968, -5.68981], [3.16361, -1.27576, -4.57076], [-0.61686, 3.84554, -3.79929], [-6.15049, 4.24679, -2.90675], [-3.84089, 2.75977, -3.34964], [0.72529, -3.40625, -0.67253], [-1.88984, -2.63484, -1.57611], [-1.39688, -2.99316, 1.21567], [-3.08824, -1.77294, -5.66447], [-2.99485, 0.51230, -4.92006], [-5.16321, 4.73293, -3.75125], [-0.57273, 0.66026, -1.84259], [-4.46230, -0.10612, -6.72092], [3.46626, 1.58007, -4.22610], [-0.55544, 3.52506, 0.25002], [4.67008, -0.27460, -2.29453], [0.34299, 4.66673, -4.36710], [-2.57284, -0.80773, -4.81289], [0.14162, 3.46959, -6.44250], [-1.19702, 2.82387, -4.55239], [1.69494, -0.23746, -1.01563], [-4.01297, 3.99359, -3.97654], [1.48675, -3.28917, 0.09352], [4.39722, 1.54350, -4.78611], [-0.24491, 1.81263, 2.98789], [0.69832, 1.80171, -3.11911], [-1.65242, -4.03834, 1.05446], [-1.85943, -1.07442, -4.04773], [-4.74212, 1.30686, -2.02826], [2.24398, 2.81713, -0.86043], [1.68446, -0.64888, 3.63179], [0.42677, 3.33066, -7.47651], [-0.92230, 4.00146, -2.77462], [-5.20483, 0.16587, -7.45814], [2.46137, 3.72810, 0.64767], [-0.68904, -2.90557, 2.03343], [-2.57430, 1.11427, -1.42417], [-0.45764, 4.39043, 0.90215], [-1.24993, 1.84140, -6.45948], [5.55496, -0.30283, -2.92520], [-2.76253, -2.79998, -5.57308], [3.49636, 2.41366, -3.53023], [0.61950, 3.36590, 2.87790], [1.46587, 5.12856, -6.13548], [4.78049, 0.51102, -1.55334], [2.39295, -1.03479, -5.29636], [-1.57715, 3.15664, 0.28506], [0.78539, 5.45968, -3.78022], [4.12424, -1.36416, -5.07362], [0.39706, -4.44297, -0.70171], [-2.28610, -2.42728, 1.47457], [1.51329, 1.82677, 2.93656], [-3.24825, 4.38643, -4.63113], [-2.67657, -1.88721, -1.52691], [1.15609, -3.13703, -1.63427], [-5.28556, 5.69191, -4.23526], [2.95216, 2.02496, 0.55047], [-0.33050, 3.81804, -0.77124], [-1.41847, -2.58652, -2.55475], [-7.04627, 4.82625, -2.73071], [-2.32265, -3.62398, -1.44353], [-6.75533, 2.62875, -1.63419], [-4.43148, -2.17402, -7.28708], [-4.31550, 1.87785, -5.93763], [-0.68261, 0.61987, -4.41270], [2.64122, 1.73034, -4.91708], [2.91965, -2.22183, -4.09524], [2.56663, -0.64462, -0.50894], [4.57516, -1.22830, -1.78374]],
  "forces_ev_per_a": [[-3.02, -0.28, 2.77], [-1.46, 0.34, 0.64], [-1.92, -5.10, 0.38], [-1.90, 1.39, -1.09], [0.91, 4.46, 2.41], [1.76, -0.29, -1.18], [0.82, -0.60, 0.69], [4.13, 3.76, -3.34], [2.18, -1.23, 3.55], [-0.03, -0.15, -0.27], [-0.86, -0.64, 1.78], [-6.48, -3.70, 1.38], [0.01, -0.08, 0.04], [0.06, 0.01, 0.04], [1.76, -0.62, 0.67], [0.07, 0.00, 0.09], [-0.25, -0.30, -0.07], [-1.15, 0.37, -0.61], [-0.01, 0.19, -0.15], [-0.01, -0.02, 0.13], [-0.05, -0.08, -0.04], [-0.34, 0.24, 0.43], [0.07, 0.04, -0.07], [0.07, 0.00, -0.06], [0.24, 0.00, -0.01], [0.02, 0.52, -0.02], [0.31, 0.45, -0.07], [0.23, 0.21, -0.30], [0.02, -0.04, -0.05], [0.26, -0.18, 0.54], [-0.05, 0.03, 0.00], [-3.12, 2.63, -5.59], [0.05, 0.08, 0.02], [-0.30, -0.21, 0.40], [-0.05, -0.38, -0.22], [-0.43, 0.10, -0.02], [-0.06, 0.04, 0.11], [-0.12, -0.20, 0.03], [0.02, 0.07, -0.09], [0.07, -0.16, 0.27], [6.21, -0.77, -3.57], [0.13, -0.02, 0.04], [0.13, -0.09, 0.13], [0.09, -0.12, 0.01], [-0.15, -0.04, 0.07], [0.29, 0.31, 0.42], [0.01, -0.05, -0.18], [-0.02, -0.13, -0.04], [0.01, -0.13, 0.05], [0.05, 0.05, -0.14], [1.31, 0.49, 0.29], [0.00, -0.01, -0.01], [-0.07, 0.03, 0.08], [-0.01, 0.02, 0.01], [-0.08, 0.04, 0.07], [-0.01, 0.05, 0.25], [-0.32, -0.17, 0.16], [0.11, -0.03, 0.06], [-0.09, -0.10, -0.14], [0.02, 0.02, -0.12], [0.00, -0.02, 0.00], [0.05, 0.14, 0.08], [0.04, 0.05, -0.04], [0.01, 0.01, -0.01], [0.04, 0.11, 0.08], [-0.13, 0.00, -0.08], [-0.14, 0.00, 0.08], [0.00, 0.05, 0.00], [0.10, 0.12, 0.07], [-0.12, 0.02, 0.05], [-0.08, 0.08, 0.06], [0.11, -0.05, 0.09], [0.02, 0.03, -0.06], [-0.16, 0.05, 0.00], [0.07, -0.04, -0.13], [0.00, 0.01, -0.01], [0.18, -0.03, 0.05], [0.06, 0.05, -0.09], [0.02, 0.01, -0.13], [-0.01, 0.00, 0.01], [0.09, -0.05, 0.15], [-0.02, -0.01, 0.01], [-0.01, -0.01, 0.00], [-0.04, 0.06, 0.02], [0.70, -0.34, -0.42], [-0.14, -0.01, -0.10], [-0.01, -0.12, 0.03], [0.36, -0.02, -0.31], [-0.02, -0.13, 0.03]]
}